Entry 1:
The following is a DFT calculation (the ωB97M-V functional and the def2-TZVPD basis) of C21H20Br2FeZn as an isolated structure.

Geometry as XYZ:
```
45
Properties=species:S:1:pos:R:3:nbo_charge:R:1
Br 2.0647 -5.8833 2.2060 -0.78
Zn 2.6858 -3.8880 1.3063 1.40
Br 3.6675 -2.6750 -0.3362 -0.74
C 2.2701 -2.4195 3.2799 -0.55
C 1.0342 -2.1388 2.6133 -0.31
C 1.0556 -0.7845 2.1946 -0.32
C 2.2918 -0.1942 2.6170 -0.02
C 3.0663 -1.2274 3.2744 -0.10
C 4.3478 -0.9561 3.7619 -0.21
C 4.8222 0.3567 3.7090 -0.28
C 4.0306 1.3877 3.1744 -0.28
C 2.7771 1.1239 2.6142 -0.23
H 2.5054 -3.2957 3.8831 0.22
H 0.2187 -2.8508 2.4716 0.21
H 0.2534 -0.2366 1.7104 0.22
H 4.9423 -1.7773 4.1679 0.19
H 5.8117 0.5826 4.1027 0.18
H 4.4080 2.4090 3.1932 0.18
H 2.1431 1.9153 2.2061 0.20
C 1.3144 0.2432 -1.7307 -0.61
C 0.0630 0.3726 -0.9815 -0.50
C -1.1803 -0.0249 -1.4923 0.01
C -2.4091 -0.3167 -0.7150 -0.31
C -3.3738 -0.9188 -1.5971 -0.24
C -2.8290 -0.9152 -2.9514 -0.25
C -1.5236 -0.3185 -2.9139 -0.33
Fe -2.8623 0.9015 -2.1714 0.04
C -3.5463 2.1654 -3.5540 -0.29
C -2.5023 2.7700 -2.7465 -0.27
C -2.9147 2.7002 -1.3535 -0.28
C -4.2158 2.0504 -1.3051 -0.28
C -4.6042 1.7212 -2.6661 -0.28
H 1.8819 1.1809 -1.7279 0.16
H 1.9782 -0.5349 -1.3190 0.19
H 1.0974 -0.0307 -2.7725 0.18
H 0.0946 0.8186 0.0112 0.16
H -2.4426 -0.2148 0.3649 0.21
H -4.3156 -1.3739 -1.3014 0.20
H -3.2978 -1.3632 -3.8265 0.20
H -0.8032 -0.2227 -3.7226 0.21
H -3.5792 2.1549 -4.6423 0.21
H -1.6302 3.3003 -3.1244 0.22
H -2.3993 3.1640 -0.5167 0.22
H -4.8329 1.9314 -0.4185 0.21
H -5.5635 1.3115 -2.9754 0.21
```

Output
Relative energy (zero: lowest compared OMol25 entry of this formula, charge and spin) in eV: 0.162
Frontier orbital gap in eV: 3.27
HOMO level in eV: 1.131
Maximum force in eV/A: 3.1
E_tot in eV: -244991.7777
Charge: -2

Entry 2:
The following is a DFT calculation (the ωB97M-V functional and the def2-TZVPD basis) of one molecule with the formula C24H20ClN3O4.

Geometry as XYZ:
```
52
Properties=species:S:1:pos:R:3:nbo_charge:R:1
C -4.2673 -3.3465 -0.2794 -0.26
O -3.1936 -2.9043 0.5172 -0.50
C -2.0660 -2.4563 -0.0989 0.31
C -1.8558 -2.4373 -1.4728 -0.31
C -0.6790 -1.9189 -1.9856 -0.15
C 0.3063 -1.4169 -1.1513 -0.09
C 1.5217 -0.7235 -1.7124 -0.07
C 2.8408 -1.0666 -1.0119 -0.47
C 3.1129 0.1996 -0.2227 0.20
C 4.2034 0.3642 0.7124 -0.02
C 5.1297 -0.6580 0.9290 -0.20
C 6.1675 -0.4795 1.8240 -0.21
C 6.2973 0.7139 2.5154 -0.20
C 5.3815 1.7348 2.3081 -0.21
C 4.3433 1.5647 1.4158 -0.19
N 2.2724 1.1357 -0.4781 -0.22
N 1.3738 0.7159 -1.3893 -0.27
C 0.3593 1.4606 -1.8840 0.66
O -0.3469 1.0632 -2.7859 -0.59
C 0.0794 2.7594 -1.1258 -0.17
O -1.0251 2.4200 -0.2885 -0.51
C -2.2340 2.8954 -0.6234 0.79
O -2.4227 3.7896 -1.4059 -0.58
C -3.3109 2.1712 0.0971 -0.23
C -3.0935 0.9244 0.6855 -0.05
C -4.1547 0.2627 1.2721 -0.30
C -5.3959 0.8913 1.2395 0.19
Cl -6.7621 0.1181 1.9314 0.02
N -5.6167 2.0711 0.6941 -0.43
C -4.6015 2.6967 0.1317 0.10
C 0.0970 -1.4494 0.2254 -0.15
C -1.0670 -1.9691 0.7467 -0.28
H -3.9925 -4.2236 -0.8734 0.18
H -5.0587 -3.6180 0.4174 0.20
H -4.6259 -2.5530 -0.9425 0.18
H -2.6044 -2.8067 -2.1550 0.22
H -0.5398 -1.8857 -3.0551 0.22
H 1.5594 -0.8397 -2.7979 0.23
H 3.6499 -1.2510 -1.7212 0.24
H 2.7414 -1.9369 -0.3634 0.24
H 5.0412 -1.5920 0.3950 0.21
H 6.8797 -1.2756 1.9834 0.22
H 7.1096 0.8483 3.2138 0.22
H 5.4811 2.6656 2.8464 0.22
H 3.6235 2.3491 1.2439 0.23
H 0.9161 3.0482 -0.4906 0.22
H -0.2121 3.5592 -1.8129 0.23
H -2.1111 0.4782 0.6636 0.23
H -4.0368 -0.7091 1.7230 0.24
H -4.8174 3.6569 -0.3157 0.22
H 0.8394 -1.0463 0.8996 0.21
H -1.2362 -1.9940 1.8120 0.22
```

Output
Frontier orbital gap in eV: 8.54
HOMO level in eV: -8.501
Maximum force in eV/A: 1.2
E_tot in eV: -50395.3485
SMILES: COc1ccc([C@@H]2CC(c3ccccc3)=NN2C(=O)COC(=O)c2ccc(Cl)nc2)cc1

Entry 3:
The following is a DFT calculation (the ωB97M-V functional and the def2-TZVPD basis) of C5H8Cl7CoO3 as an isolated structure.

Geometry as XYZ:
```
24
Properties=species:S:1:pos:R:3:nbo_charge:R:1
Co 2.6585 -1.1988 0.2827 1.57
Cl 1.3673 -0.0080 -1.2267 -0.62
C -1.4417 -1.2395 -3.2512 -0.30
Cl -2.3508 -0.6513 -1.8419 0.00
Cl -2.1481 -0.7763 -4.7853 0.05
Cl -1.3142 -3.0005 -3.1776 0.02
H -0.4522 -0.7947 -3.2484 0.22
C -0.5290 2.3085 -3.2727 -0.29
Cl 0.5114 3.5109 -2.4451 0.00
Cl 0.1351 1.7628 -4.8047 0.04
Cl -2.1780 2.8825 -3.5533 0.04
H -0.5868 1.4882 -2.5671 0.20
C -0.1527 1.5144 1.5249 -0.26
O -0.1673 0.6905 2.7125 -0.44
C 0.6288 -0.3421 2.8027 1.06
O 1.5522 -0.5952 2.0321 -0.84
O 0.2831 -1.0168 3.8691 -0.44
C 1.0242 -2.1938 4.2354 -0.27
H -0.7116 2.4071 1.7808 0.23
H -0.5411 0.9681 0.6713 0.21
H 0.8743 1.8224 1.3275 0.19
H 0.2305 -2.8406 4.6007 0.23
H 1.8304 -1.9418 4.9186 0.21
H 1.4777 -2.7561 3.4155 0.18
```

Output
Expectation value of S²: 3.756
Frontier orbital gap (spin up / spin down) in eV: 6.34 / 5.85
Multiplicity: 4
HOMO level (spin up / spin down) in eV: -13.104 / -13.104
Maximum force in eV/A: 3.3
E_tot in eV: -136732.7560
Charge: +1